Entry 1:
{
  "formula": "C4H8O2",
  "method": "ωB97M-V/def2-TZVPD",
  "species": ["C", "C", "O", "C", "C", "O", "H", "H", "H", "H", "H", "H", "H", "H"],
  "xyz": [[0.9630, 0.0699, 1.7770], [1.2791, 0.5125, 0.4979], [-0.2962, -1.3340, -0.2862], [-0.7343, -0.6115, -1.3765], [-1.6289, 0.4926, -0.9334], [-1.6855, 1.5418, -1.5201], [0.8581, -1.5004, 0.8676], [-0.0060, 0.2927, 2.2114], [1.7445, 0.0265, 2.5246], [0.7730, 1.3836, 0.1110], [2.2814, 0.3069, 0.1208], [-1.3684, -1.2909, -1.9562], [0.0830, -0.2333, -2.0015], [-2.2628, 0.3436, -0.0366]],
  "lowdin_charge": [-0.0912, 0.0182, -0.3542, -0.3643, -0.2801, 0.0313, 0.3754, 0.0641, 0.0666, 0.0850, 0.0881, 0.1175, 0.1151, 0.1285],
  "e_lumo_ev": -1.45
}

Entry 2:
{
  "formula": "C5H16N3",
  "method": "ωB97M-V/def2-TZVPD",
  "species": ["N", "C", "C", "N", "C", "C", "N", "C", "H", "H", "H", "H", "H", "H", "H", "H", "H", "H", "H", "H", "H", "H", "H", "H"],
  "xyz": [[-0.9184, 2.3052, 1.3752], [-2.3175, 1.8185, 0.9969], [-2.2388, 0.8688, -0.2673], [-0.6483, 0.6047, -0.6115], [-0.2062, -0.7799, -0.1032], [1.2097, -0.8177, -0.6173], [1.9528, -1.8886, 0.1447], [3.1896, -2.3145, -0.5330], [-0.2189, 1.3996, 1.5271], [-0.5580, 2.7549, 0.4760], [-0.8311, 2.8645, 2.1324], [-2.9290, 1.3173, 1.9044], [-2.9201, 2.6558, 0.6164], [-3.0552, 0.1229, -0.3522], [-2.6546, 1.5193, -1.1605], [-0.5368, 0.6955, -1.6552], [-0.1621, -0.8630, 0.9696], [-0.7621, -1.5290, -0.5421], [1.2372, -1.0106, -1.6758], [1.7297, 0.2005, -0.4974], [1.3416, -2.6860, 0.2205], [3.6567, -1.4551, -1.0316], [2.9361, -2.8242, -1.5490], [3.7037, -2.9592, 0.2328]],
  "lowdin_charge": [0.1538, -0.1537, -0.1401, -0.0808, -0.2053, -0.2593, -0.1446, -0.1379, 0.2337, 0.1886, 0.0986, 0.1719, 0.1128, 0.1120, 0.1309, 0.1235, 0.1108, 0.0917, 0.1018, 0.1372, 0.0886, 0.0701, 0.0979, 0.0978],
  "charge": 1,
  "e_lumo_ev": -3.48
}

Entry 3:
{
  "formula": "C6H15N",
  "method": "ωB97M-V/def2-TZVPD",
  "species": ["C", "C", "C", "N", "C", "C", "C", "H", "H", "H", "H", "H", "H", "H", "H", "H", "H", "H", "H", "H", "H", "H"],
  "xyz": [[0.0024, -1.5326, 0.8428], [0.7735, -2.4948, 1.7424], [0.5338, -0.0985, 0.9306], [-0.0373, 0.8385, -0.0105], [0.1679, 0.5007, -1.3935], [0.0605, 1.7069, -2.3361], [-1.2605, 1.5173, 0.3550], [-0.0498, -1.8365, -0.1962], [-1.0007, -1.5098, 1.1656], [1.7119, -2.8259, 1.2977], [0.8937, -2.1267, 2.7567], [0.1640, -3.4049, 1.8001], [0.3295, 0.2755, 1.9377], [1.6235, -0.1237, 0.8229], [-0.6105, -0.1695, -1.7958], [1.1275, 0.0315, -1.5143], [0.8573, 2.4262, -2.1111], [0.2292, 1.4277, -3.3790], [-0.8954, 2.2095, -2.3163], [-1.3189, 2.4634, -0.1811], [-1.1692, 1.8408, 1.3906], [-2.1323, 0.8849, 0.1917]],
  "lowdin_charge": [-0.2509, -0.1082, -0.2248, -0.2500, -0.2729, -0.0988, -0.0845, 0.0972, 0.0870, 0.0702, 0.0705, 0.0688, 0.1157, 0.1180, 0.1098, 0.1121, 0.0770, 0.0687, 0.0549, 0.0728, 0.0831, 0.0842],
  "e_lumo_ev": 1.11
}

Entry 4:
{
  "formula": "C11H18",
  "method": "ωB97M-V/def2-TZVPD",
  "species": ["C", "C", "C", "C", "C", "C", "C", "C", "C", "C", "C", "H", "H", "H", "H", "H", "H", "H", "H", "H", "H", "H", "H", "H", "H", "H", "H", "H", "H"],
  "xyz": [[4.1557, -0.3833, -1.2636], [5.0055, -0.0157, -0.2122], [4.5209, 0.0672, 1.0870], [3.1979, -0.1344, 1.3257], [2.2969, -0.4585, 0.2507], [2.7764, -0.5919, -1.0353], [-2.2728, 2.4111, -0.4630], [-3.0462, 1.5080, 0.3317], [-3.5052, 0.1707, -0.3620], [-4.3866, -0.7381, 0.5230], [-5.0549, -2.0533, -0.0719], [4.5197, -0.5933, -2.2691], [6.1039, 0.0614, -0.4697], [5.2249, 0.2821, 1.9030], [2.8252, -0.0057, 2.3464], [1.2580, -0.6207, 0.4734], [2.0963, -0.7888, -1.8871], [-1.1558, 2.1197, -0.3574], [-2.7221, 2.4248, -1.5808], [-2.3568, 3.5743, -0.0004], [-4.0301, 2.0257, 0.5706], [-2.5971, 0.9349, 1.2426], [-3.8189, 0.3658, -1.4578], [-2.7027, -0.4083, -0.7034], [-5.1556, -0.1607, 0.7749], [-3.8569, -0.8499, 1.4492], [-4.2865, -2.5002, -0.4516], [-5.7492, -2.7244, 0.5754], [-5.7220, -1.8266, -0.8185]],
  "lowdin_charge": [-0.0985, -0.1042, -0.1297, -0.0953, -0.0882, -0.1055, -0.1847, -0.3526, -0.2491, -0.2222, -0.0575, 0.0967, 0.1179, 0.1088, 0.1021, 0.0872, 0.1086, 0.0888, 0.1166, 0.1279, 0.1226, 0.1373, 0.1289, 0.0716, 0.0417, 0.0958, -0.0094, 0.1124, 0.0322],
  "e_lumo_ev": 0.86
}

Please write out number 3 again, unchanged.
{
  "formula": "C6H15N",
  "method": "ωB97M-V/def2-TZVPD",
  "species": ["C", "C", "C", "N", "C", "C", "C", "H", "H", "H", "H", "H", "H", "H", "H", "H", "H", "H", "H", "H", "H", "H"],
  "xyz": [[0.0024, -1.5326, 0.8428], [0.7735, -2.4948, 1.7424], [0.5338, -0.0985, 0.9306], [-0.0373, 0.8385, -0.0105], [0.1679, 0.5007, -1.3935], [0.0605, 1.7069, -2.3361], [-1.2605, 1.5173, 0.3550], [-0.0498, -1.8365, -0.1962], [-1.0007, -1.5098, 1.1656], [1.7119, -2.8259, 1.2977], [0.8937, -2.1267, 2.7567], [0.1640, -3.4049, 1.8001], [0.3295, 0.2755, 1.9377], [1.6235, -0.1237, 0.8229], [-0.6105, -0.1695, -1.7958], [1.1275, 0.0315, -1.5143], [0.8573, 2.4262, -2.1111], [0.2292, 1.4277, -3.3790], [-0.8954, 2.2095, -2.3163], [-1.3189, 2.4634, -0.1811], [-1.1692, 1.8408, 1.3906], [-2.1323, 0.8849, 0.1917]],
  "lowdin_charge": [-0.2509, -0.1082, -0.2248, -0.2500, -0.2729, -0.0988, -0.0845, 0.0972, 0.0870, 0.0702, 0.0705, 0.0688, 0.1157, 0.1180, 0.1098, 0.1121, 0.0770, 0.0687, 0.0549, 0.0728, 0.0831, 0.0842],
  "e_lumo_ev": 1.11
}

Please write out number 2 again, unchanged.
{
  "formula": "C5H16N3",
  "method": "ωB97M-V/def2-TZVPD",
  "species": ["N", "C", "C", "N", "C", "C", "N", "C", "H", "H", "H", "H", "H", "H", "H", "H", "H", "H", "H", "H", "H", "H", "H", "H"],
  "xyz": [[-0.9184, 2.3052, 1.3752], [-2.3175, 1.8185, 0.9969], [-2.2388, 0.8688, -0.2673], [-0.6483, 0.6047, -0.6115], [-0.2062, -0.7799, -0.1032], [1.2097, -0.8177, -0.6173], [1.9528, -1.8886, 0.1447], [3.1896, -2.3145, -0.5330], [-0.2189, 1.3996, 1.5271], [-0.5580, 2.7549, 0.4760], [-0.8311, 2.8645, 2.1324], [-2.9290, 1.3173, 1.9044], [-2.9201, 2.6558, 0.6164], [-3.0552, 0.1229, -0.3522], [-2.6546, 1.5193, -1.1605], [-0.5368, 0.6955, -1.6552], [-0.1621, -0.8630, 0.9696], [-0.7621, -1.5290, -0.5421], [1.2372, -1.0106, -1.6758], [1.7297, 0.2005, -0.4974], [1.3416, -2.6860, 0.2205], [3.6567, -1.4551, -1.0316], [2.9361, -2.8242, -1.5490], [3.7037, -2.9592, 0.2328]],
  "lowdin_charge": [0.1538, -0.1537, -0.1401, -0.0808, -0.2053, -0.2593, -0.1446, -0.1379, 0.2337, 0.1886, 0.0986, 0.1719, 0.1128, 0.1120, 0.1309, 0.1235, 0.1108, 0.0917, 0.1018, 0.1372, 0.0886, 0.0701, 0.0979, 0.0978],
  "charge": 1,
  "e_lumo_ev": -3.48
}